69
Properties=species:S:1:pos:R:3 method="wB97M-V/def2-TZVPD" s_squared=0.765 total_charge=+1 spin_multiplicity=2 lumo_ev="-1.8621 / -1.8611"
V 0.287 0.179 0.068
C 0.389 2.838 1.700
C 0.876 3.835 0.622
N 1.022 3.297 -0.722
C 2.351 2.994 -1.238
C 2.498 1.534 -1.677
N 2.216 0.556 -0.606
C 3.113 0.672 0.560
C 2.517 1.581 1.641
N 1.037 1.510 1.608
H -0.688 2.679 1.603
H 0.577 3.298 2.676
H 1.822 4.284 0.927
H 0.149 4.653 0.604
H 0.415 2.509 -0.851
H 3.126 3.239 -0.505
H 2.552 3.622 -2.112
H 3.518 1.397 -2.053
H 1.807 1.337 -2.502
H 2.403 -0.385 -0.982
H 4.108 1.025 0.267
H 3.206 -0.327 0.980
H 2.827 2.613 1.493
H 2.902 1.269 2.612
H 0.732 0.964 2.407
N 1.391 -4.449 -0.930
C 2.716 -4.748 -0.740
C 3.384 -3.577 -0.926
N 2.501 -2.581 -1.234
C 1.303 -3.122 -1.222
C 0.069 -2.447 -1.574
N -0.276 -1.161 -1.391
C -1.482 -1.010 -2.042
C -1.885 -2.186 -2.581
N -0.902 -3.085 -2.283
H 0.630 -5.097 -0.829
H 3.053 -5.741 -0.500
H 4.440 -3.379 -0.863
H -1.975 -0.056 -2.035
H -2.759 -2.456 -3.146
H -0.876 -4.038 -2.598
O -1.404 1.663 -1.115
S -2.124 2.981 -1.191
C -1.779 3.616 -2.869
C -2.672 2.798 -3.785
C -4.055 2.838 -3.140
C -3.854 2.551 -1.650
H -0.712 3.497 -3.044
H -2.041 4.676 -2.877
H -2.308 1.768 -3.821
H -2.678 3.188 -4.802
H -4.730 2.112 -3.592
H -4.494 3.828 -3.273
H -3.957 1.498 -1.392
H -4.513 3.138 -1.011
C 1.461 -4.091 3.548
N 0.595 -3.228 2.756
C -0.750 -3.407 2.708
C -1.569 -2.522 2.101
C -0.960 -1.377 1.487
O -1.573 -0.423 0.936
N 0.392 -1.277 1.455
C 1.205 -2.115 2.146
O 2.409 -1.948 2.294
H 0.909 -4.972 3.866
H 1.824 -3.557 4.426
H 2.325 -4.379 2.954
H -1.131 -4.289 3.204
H -2.639 -2.656 2.076